Entry 1:
Density functional theory data (ωB97M-V/def2-TZVPD) for 15 unconnected molecules or ions with the total composition H30O15.

Geometry (Å):
H (-0.88, -0.22, -0.35)
H (-0.10, -0.31, 0.98)
H (1.90, 4.24, -1.97)
H (1.97, 2.74, -2.33)
H (-0.40, 1.19, -2.85)
H (0.81, 0.70, -1.96)
H (0.30, 1.26, 2.05)
H (-0.85, 1.90, 2.87)
H (1.83, -1.54, 3.74)
H (2.66, -1.88, 2.62)
H (-5.25, 0.00, 0.01)
H (-4.12, 0.78, -0.59)
H (-2.57, 0.14, -3.04)
H (-1.92, 1.16, -3.96)
H (-3.65, -1.59, 2.63)
H (-4.22, -0.42, 1.89)
H (-2.63, -1.98, 0.69)
H (-3.13, -3.07, -0.24)
H (-0.66, 2.02, 0.79)
H (-1.97, 2.58, 1.16)
H (2.66, -1.48, -1.34)
H (2.42, -1.33, -2.78)
H (3.14, -0.19, 0.02)
H (2.13, -0.36, 1.13)
H (1.70, 3.75, 1.37)
H (2.48, 2.51, 1.69)
H (-0.68, -2.94, -0.70)
H (0.71, -2.31, -0.90)
H (3.78, -2.48, -0.61)
H (5.15, -2.59, -0.01)
O (0.00, -0.38, 0.02)
O (1.95, 3.36, -1.58)
O (-0.23, 0.73, -2.04)
O (0.14, 1.90, 2.69)
O (2.00, -1.19, 2.91)
O (-4.50, -0.04, -0.59)
O (-2.27, 1.06, -3.07)
O (-3.98, -1.37, 1.79)
O (-2.38, -2.79, 0.34)
O (-1.56, 1.89, 0.64)
O (1.99, -1.24, -1.91)
O (2.13, -0.15, 0.19)
O (1.63, 2.98, 1.94)
O (-0.19, -2.17, -0.56)
O (4.64, -2.87, -0.80)

Values from the calculation:
- multiplicity = 1
- frontier orbital gap (eV) = 7.06

***

Entry 2:
Density functional theory data (ωB97M-V/def2-TZVPD) for a molecular structure, C7H15AsCl12F6NiO9P2Y2.

Geometry (Å):
Y (3.60, -1.32, 0.72)
Y (3.30, 2.39, -0.92)
Ni (1.91, 0.08, 3.50)
C (2.59, -3.15, 3.55)
O (2.60, -1.96, 2.81)
H (3.31, -3.87, 3.19)
H (1.58, -3.57, 3.49)
H (2.84, -2.93, 4.59)
P (3.86, 1.38, 2.21)
O (3.27, 1.37, 3.65)
O (4.91, 0.35, 1.72)
O (3.59, 2.51, 1.19)
O (2.76, 0.45, 1.75)
P (4.16, -0.47, -1.86)
O (3.74, 0.88, -2.46)
O (3.14, -1.51, -1.37)
O (4.08, 0.40, -0.58)
O (5.29, -0.79, -0.81)
As (-0.05, 0.28, 0.28)
F (-1.16, 1.71, 0.27)
F (0.32, 0.46, 2.04)
F (1.10, -1.11, 0.36)
F (-0.34, 0.01, -1.43)
F (1.31, 1.40, -0.27)
F (-1.42, -0.81, 0.76)
C (-3.45, -3.28, 0.06)
Cl (-3.78, -4.70, -1.02)
Cl (-3.19, -3.79, 1.70)
H (-2.60, -2.70, -0.31)
H (-4.35, -2.68, -0.06)
C (-0.26, 3.56, -3.53)
Cl (1.19, 2.95, -2.75)
Cl (-1.25, 4.56, -2.51)
H (0.07, 4.05, -4.45)
H (-0.83, 2.67, -3.80)
C (-2.31, -1.27, 4.22)
Cl (-3.06, 0.25, 4.76)
Cl (-0.53, -1.42, 4.54)
H (-2.83, -2.04, 4.79)
H (-2.57, -1.45, 3.18)
C (0.54, -2.54, -3.23)
Cl (1.40, -3.80, -4.17)
Cl (-1.05, -3.12, -2.64)
H (1.08, -2.36, -2.30)
H (0.36, -1.61, -3.76)
C (-2.95, 0.45, -3.02)
Cl (-2.14, 0.37, -4.59)
Cl (-3.35, 2.13, -2.48)
H (-3.85, -0.13, -3.19)
H (-2.33, -0.10, -2.30)
C (-3.54, 4.75, -0.02)
Cl (-2.97, 3.83, 1.37)
Cl (-5.27, 5.18, 0.15)
H (-3.04, 5.71, 0.01)
H (-3.43, 4.33, -1.02)

Values from the calculation:
- charge = +1
- multiplicity = 4
- ⟨S²⟩ = 3.762
- frontier orbital gap (spin up / spin down) (eV) = 6.35 / 6.27

***

Entry 3:
Density functional theory data (ωB97M-V/def2-TZVPD) for 2 unconnected molecules or ions with the total composition C5H6BrF.

Geometry (Å):
C (-1.46, -1.31, 2.19)
C (-0.43, -1.35, 1.41)
C (0.56, -1.35, 0.57)
Br (0.42, -2.16, -1.17)
H (-2.15, -0.48, 2.17)
H (-1.66, -2.10, 2.91)
H (1.54, -0.96, 0.77)
C (1.21, 1.64, -1.64)
C (-0.05, 1.54, -1.27)
F (-1.01, 2.30, -1.81)
H (1.52, 2.33, -2.41)
H (1.96, 1.02, -1.19)
H (-0.45, 0.89, -0.52)

Values from the calculation:
- multiplicity = 1
- frontier orbital gap (eV) = 10.05

***

Entry 4:
Density functional theory data (ωB97M-V/def2-TZVPD) for a molecular structure, C36H32NO4PtS.

Geometry (Å):
Pt (-2.08, -0.83, 1.21)
C (-0.17, 1.83, -3.77)
C (0.73, 1.36, -2.63)
C (2.20, 1.55, -2.95)
O (0.44, 2.05, -1.44)
C (-0.59, 1.32, -0.79)
C (-0.25, -0.15, -1.12)
O (0.44, -0.01, -2.37)
C (0.50, -1.08, -0.12)
O (-0.04, -0.96, 1.15)
C (2.01, -0.81, -0.06)
C (2.58, -0.35, 1.13)
C (3.95, -0.18, 1.23)
C (4.78, -0.47, 0.16)
C (4.23, -0.96, -1.01)
C (2.86, -1.13, -1.12)
C (0.39, -2.55, -0.62)
C (-0.19, -2.96, -1.81)
C (-0.22, -4.30, -2.17)
C (0.38, -5.26, -1.36)
C (1.00, -4.85, -0.18)
C (1.00, -3.52, 0.18)
C (-0.89, 1.88, 0.62)
O (-1.91, 1.16, 1.20)
C (-1.48, 3.30, 0.36)
C (-0.74, 4.47, 0.34)
C (-1.34, 5.69, 0.05)
C (-2.69, 5.76, -0.23)
C (-3.44, 4.59, -0.21)
C (-2.84, 3.38, 0.08)
C (0.32, 2.02, 1.57)
C (1.57, 2.51, 1.20)
C (2.58, 2.68, 2.14)
C (2.36, 2.37, 3.47)
C (1.12, 1.88, 3.85)
C (0.11, 1.71, 2.91)
H (0.03, 2.88, -3.99)
H (-1.22, 1.73, -3.49)
H (0.01, 1.23, -4.66)
H (2.38, 2.59, -3.20)
H (2.48, 0.93, -3.79)
H (2.80, 1.27, -2.08)
H (-1.53, 1.50, -1.33)
H (-1.20, -0.66, -1.32)
H (1.92, -0.14, 1.96)
H (4.37, 0.20, 2.16)
H (5.85, -0.33, 0.25)
H (4.87, -1.20, -1.85)
H (2.44, -1.52, -2.03)
H (-0.64, -2.23, -2.48)
H (-0.70, -4.60, -3.09)
H (0.37, -6.30, -1.65)
H (1.49, -5.58, 0.45)
H (1.47, -3.20, 1.10)
H (0.32, 4.45, 0.56)
H (-0.74, 6.59, 0.05)
H (-3.16, 6.71, -0.45)
H (-4.51, 4.63, -0.42)
H (-3.42, 2.47, 0.12)
H (1.77, 2.73, 0.16)
H (3.54, 3.06, 1.82)
H (3.14, 2.50, 4.21)
H (0.93, 1.62, 4.89)
H (-0.86, 1.32, 3.20)
S (-4.46, -0.99, 1.09)
C (-4.02, -2.66, 1.24)
C (-4.80, -3.82, 1.27)
C (-4.17, -5.03, 1.47)
C (-2.79, -5.08, 1.66)
C (-2.07, -3.90, 1.62)
N (-2.68, -2.74, 1.39)
H (-5.87, -3.74, 1.16)
H (-4.75, -5.94, 1.50)
H (-2.27, -6.02, 1.82)
H (-1.01, -3.85, 1.77)

Values from the calculation:
- charge = -1
- multiplicity = 1
- frontier orbital gap (eV) = 7.42

***

Entry 5:
Density functional theory data (ωB97M-V/def2-TZVPD) for a molecular structure, C23H48BiNOP3S.

Geometry (Å):
Bi (0.37, 0.45, -0.88)
P (-0.14, -2.14, -0.36)
P (0.93, 0.83, 1.80)
P (2.89, 0.03, -1.27)
H (-0.56, 2.35, -5.65)
C (0.29, 1.68, -5.47)
C (0.17, 0.40, -5.86)
H (-0.60, 0.07, -6.56)
C (-1.92, -2.54, -0.34)
C (0.46, -2.90, 1.18)
C (0.54, -3.24, -1.64)
C (1.18, 2.60, 2.13)
C (-0.25, 0.37, 3.13)
C (2.45, 0.06, 2.47)
C (3.02, -0.13, -3.07)
C (3.83, -1.37, -0.60)
C (3.73, 1.57, -0.82)
H (1.26, 2.11, -5.20)
H (0.92, -0.33, -5.60)
H (-2.51, -1.66, -0.04)
H (-2.10, -3.36, 0.36)
H (-2.20, -2.86, -1.35)
H (-0.08, -2.51, 2.05)
H (1.53, -2.72, 1.31)
H (0.29, -3.99, 1.12)
H (0.07, -2.99, -2.61)
H (0.30, -4.28, -1.38)
H (1.63, -3.13, -1.72)
H (1.49, 2.74, 3.18)
H (0.23, 3.14, 1.99)
H (1.94, 3.03, 1.47)
H (0.16, 0.64, 4.12)
H (-0.45, -0.71, 3.12)
H (-1.21, 0.89, 3.03)
H (2.60, 0.43, 3.49)
H (3.35, 0.31, 1.89)
H (2.36, -1.03, 2.52)
H (4.09, -0.20, -3.30)
H (2.57, 0.73, -3.60)
H (2.50, -1.03, -3.41)
H (4.83, -1.29, -1.06)
H (3.34, -2.32, -0.86)
H (3.89, -1.29, 0.49)
H (4.62, 1.63, -1.46)
H (4.01, 1.55, 0.25)
H (3.09, 2.45, -0.99)
C (-1.88, 1.30, -3.60)
C (-0.69, 2.00, -3.22)
C (-0.76, 3.31, -2.69)
C (-1.96, 3.99, -2.67)
C (-3.13, 3.33, -3.10)
C (-3.09, 2.00, -3.51)
S (-2.07, -0.28, -4.42)
H (-2.98, -0.08, -5.38)
H (0.31, 1.57, -3.37)
H (0.16, 3.82, -2.35)
H (-2.01, 5.03, -2.38)
H (-4.08, 3.87, -3.16)
H (-3.99, 1.49, -3.87)
O (-2.98, -0.07, 1.24)
C (-3.59, -0.20, 2.29)
C (-4.36, -1.47, 2.67)
C (-3.75, -2.21, 3.83)
C (-4.20, -1.65, 5.20)
C (-3.72, -0.25, 5.47)
C (-4.27, 0.82, 4.52)
N (-3.58, 0.81, 3.23)
H (-5.41, -1.19, 2.88)
H (-4.34, -2.09, 1.76)
H (-4.05, -3.26, 3.78)
H (-2.65, -2.22, 3.77)
H (-5.30, -1.69, 5.22)
H (-3.83, -2.32, 5.98)
H (-4.05, 0.03, 6.48)
H (-2.63, -0.20, 5.48)
H (-5.36, 0.68, 4.37)
H (-4.12, 1.82, 4.97)
H (-3.34, 1.71, 2.83)

Values from the calculation:
- charge = +3
- multiplicity = 1
- frontier orbital gap (eV) = 4.95

***

Entry 6:
Density functional theory data (ωB97M-V/def2-TZVPD) for 20 unconnected molecules or ions with the total composition H40O20.

Geometry (Å):
O (-0.06, -4.30, 1.19)
H (0.47, -4.16, 2.00)
H (-0.90, -4.50, 1.59)
O (2.83, 5.07, 1.07)
H (3.40, 4.68, 0.35)
H (2.13, 5.57, 0.66)
O (-0.33, 1.70, 2.67)
H (-1.25, 1.88, 2.30)
H (0.27, 2.16, 2.08)
O (-3.02, -2.35, 2.50)
H (-2.47, -3.02, 2.96)
H (-3.94, -2.66, 2.54)
O (0.87, -2.10, 4.44)
H (0.14, -1.55, 4.05)
H (1.35, -1.38, 4.85)
O (-1.09, 1.44, -4.52)
H (-1.21, 0.52, -4.77)
H (-0.45, 1.69, -5.22)
O (1.95, 3.39, -3.43)
H (1.87, 4.25, -3.03)
H (2.80, 3.10, -3.76)
O (-3.46, 1.12, -0.67)
H (-4.00, 0.37, -0.99)
H (-2.52, 0.97, -0.75)
O (-2.63, 1.99, 1.72)
H (-2.48, 2.03, 0.75)
H (-3.10, 1.24, 2.08)
O (4.34, 2.88, 0.27)
H (4.67, 2.07, -0.11)
H (4.37, 2.94, 1.24)
O (-4.09, 3.76, -1.66)
H (-3.54, 3.17, -2.18)
H (-4.78, 3.21, -1.28)
O (3.40, -3.88, 0.10)
H (2.48, -3.59, 0.15)
H (3.29, -4.79, 0.40)
O (-0.45, 0.41, -0.91)
H (-0.91, -0.36, -0.64)
H (0.39, 0.48, -1.37)
O (-1.64, -3.89, -2.13)
H (-2.41, -4.26, -1.68)
H (-1.13, -3.49, -1.41)
O (1.48, -3.99, -2.34)
H (1.56, -4.71, -2.98)
H (0.52, -3.90, -2.53)
O (2.99, -0.36, 2.48)
H (2.90, -0.43, 3.44)
H (2.83, -1.21, 2.06)
O (-0.47, -0.92, 2.44)
H (0.24, -1.19, 1.86)
H (-0.51, 0.12, 2.40)
O (0.01, 3.66, -1.01)
H (0.89, 3.36, -1.24)
H (-0.29, 3.14, -0.27)
O (-2.80, -1.36, -0.77)
H (-2.97, -1.84, 0.06)
H (-2.49, -2.10, -1.35)
O (2.18, -1.45, -1.33)
H (1.75, -2.00, -2.02)
H (2.93, -2.07, -1.20)

Values from the calculation:
- multiplicity = 1
- frontier orbital gap (eV) = 9.81

***

Entry 7:
Density functional theory data (ωB97M-V/def2-TZVPD) for a molecular structure, C2H4F3NO5S2V.

Geometry (Å):
N (0.28, -0.78, -0.29)
S (-1.32, -1.31, 0.19)
O (-1.06, -0.83, 1.68)
O (-2.31, -0.27, -0.32)
S (0.68, 0.75, -0.64)
O (-0.25, 1.49, 0.26)
O (1.80, 1.70, -0.55)
C (1.01, 0.38, -2.47)
F (2.12, -0.32, -2.58)
F (0.01, -0.30, -2.99)
F (1.13, 1.46, -3.21)
V (-1.92, 1.02, 1.20)
O (-2.94, 2.16, 2.11)
H (-3.19, 2.10, 3.03)
C (1.16, -1.69, 1.01)
H (1.43, -2.43, 0.24)
H (1.16, -1.24, 2.02)
H (2.21, -1.89, 1.31)

Values from the calculation:
- multiplicity = 4
- ⟨S²⟩ = 3.761
- frontier orbital gap (spin up / spin down) (eV) = 5.48 / 9.45

***

Entry 8:
Density functional theory data (ωB97M-V/def2-TZVPD) for a gas-phase ion, C7H15N2O (charge +1).

Geometry (Å):
C (-2.23, 1.04, -0.89)
C (-1.96, -0.27, -0.16)
C (1.68, 0.80, -0.51)
C (0.40, 0.18, -0.58)
C (-2.01, -0.11, 1.34)
C (1.80, 1.83, 0.73)
C (-0.17, -2.07, -0.55)
N (-0.51, -0.66, -0.49)
N (2.80, -0.12, -0.60)
O (-1.27, 1.94, -0.68)
H (-2.33, 0.93, -2.01)
H (-3.10, 1.33, -0.35)
H (-2.69, -1.14, -0.38)
H (1.67, 1.59, -1.34)
H (-0.96, 0.10, 1.75)
H (-2.46, -1.10, 1.84)
H (-2.61, 0.74, 1.61)
H (1.13, 2.56, 0.44)
H (2.84, 2.23, 0.52)
H (1.60, 1.42, 1.73)
H (0.91, -2.12, -0.53)
H (-0.60, -2.58, 0.23)
H (-0.57, -2.24, -1.55)
H (3.06, -0.55, -1.52)
H (3.58, 0.03, 0.01)

Values from the calculation:
- charge = +1
- multiplicity = 1
- frontier orbital gap (spin up / spin down) (eV) = 7.64 / 7.64

***

no.,total energy (Eh)
1,-1146.28844
2,-11577.87792
3,-2867.89299
4,-2264.35941
5,-2671.02549
6,-1528.71380
7,-2549.26696
8,-460.00683